Record 1
Density functional theory data (ωB97M-V/def2-TZVPD) for a molecular structure, C22H21IN5PdS2.

- lowest unoccupied orbital energy (hartree) = 0.0736
- orbital gap (eV) = 4.44
- energy (eV) = -63857.6972
- largest force on an atom (eV/Å) = 4.2

Structure (ORCA input):
```
! wB97M-V def2-TZVPD RIJCOSX def2/J DEFGRID3
* xyz -1 1
Pd 1.1686 1.9892 -2.6130
S -0.9491 2.0023 -1.8530
C -1.1368 0.4778 -1.0696
N -2.3960 0.0729 -0.7492
C -2.6099 -1.3333 -0.4407
C -1.4686 -1.9818 0.3438
N -0.2105 -1.6145 -0.3109
C 0.8227 -2.6678 -0.2487
C 1.4877 -2.7176 1.0947
C 2.2471 -1.6434 1.5507
C 2.9150 -1.7082 2.7930
C 2.8391 -2.8581 3.5843
C 2.0449 -3.9111 3.1478
C 1.3772 -3.8456 1.9089
C -0.0400 -0.3951 -0.9075
S 1.5682 0.0383 -1.4638
C -3.5112 1.0373 -0.4497
C -3.6183 1.2482 1.0293
C -4.7251 0.7566 1.7058
C -4.8990 1.0441 3.0462
C -4.0067 1.8582 3.7603
C -2.8877 2.3286 3.0560
C -2.6747 2.0432 1.7320
H -2.6772 -1.9226 -1.3863
H -3.5827 -1.3771 0.0351
H -1.5452 -3.0837 0.3609
H -1.5346 -1.6522 1.3830
H 1.5771 -2.5197 -1.0178
H 0.2740 -3.6145 -0.3950
H 2.2664 -0.7148 0.9380
H 3.5661 -0.8889 3.1046
H 3.4498 -2.8803 4.4559
H 1.9928 -4.8090 3.7405
H 0.8261 -4.7493 1.5516
H -4.4021 0.5058 -0.8265
H -3.3443 1.9710 -1.0326
H -5.4818 0.1601 1.1650
H -5.8149 0.6472 3.5227
H -4.1557 2.0725 4.8064
H -2.1628 2.9063 3.5794
H -1.7826 2.3792 1.1964
I 6.3998 3.8804 -5.3541
C 5.0046 2.7159 -4.3856
C 4.9699 1.3350 -4.2775
N 3.8343 0.9517 -3.5966
N 3.0700 2.0666 -3.2591
C 3.7687 3.1282 -3.7480
H 5.6842 0.5748 -4.6572
H 3.4219 0.0283 -3.4692
H 3.3855 4.1309 -3.6516
N 0.8738 4.7994 -3.9384
C 0.7816 3.7384 -3.4909
*
```

These are the Mulliken partial charges, in e, on atoms 1 to 6: atom 1 (Pd): -0.007, atom 2 (S): -0.250, atom 3 (C): 0.133, atom 4 (N): 0.169, atom 5 (C): -0.920, atom 6 (C): -0.594

Record 2
Density functional theory data (ωB97M-V/def2-TZVPD) for a molecular structure, C22H21N2O9P3PtS2Se2.

- lowest unoccupied orbital energy (hartree) = -0.0594
- ΔE to the lowest compared entry with this formula, charge and spin (kJ/mol) = 25.5
- orbital gap (eV) = 6.27
- energy (eV) = -228046.9541
- largest force on an atom (eV/Å) = 1.8

Structure (ORCA input):
```
! wB97M-V def2-TZVPD RIJCOSX def2/J DEFGRID3
* xyz 0 1
Pt 0.2881 0.5062 -0.1016
Se 0.1006 -1.7927 0.6201
P -1.7869 -1.8144 -0.5214
Se -2.1026 0.3523 -0.4738
C -3.0943 -2.7460 0.2762
C -3.6532 -3.8722 -0.3226
C -4.6378 -4.5838 0.3473
C -5.0627 -4.1689 1.6005
C -4.5085 -3.0407 2.1947
C -3.5227 -2.3277 1.5372
C -1.5554 -2.4383 -2.1885
C -0.8178 -3.6055 -2.3759
C -0.6218 -4.0929 -3.6566
C -1.1504 -3.4097 -4.7448
C -1.8715 -2.2404 -4.5566
C -2.0749 -1.7469 -3.2766
H -3.3290 -4.1860 -1.3063
H -5.0751 -5.4593 -0.1135
H -5.8331 -4.7253 2.1183
H -4.8453 -2.7183 3.1706
H -3.0798 -1.4501 1.9934
H -0.3751 -4.1154 -1.5281
H -0.0417 -4.9933 -3.8075
H -0.9827 -3.7834 -5.7464
H -2.2599 -1.6966 -5.4069
H -2.5969 -0.8101 -3.1301
O 1.0490 4.3160 -2.2640
P 0.5205 2.8470 -1.9788
O 1.0695 2.3935 -0.6096
O -0.9208 2.7300 -2.2098
O 1.3733 1.9599 -3.0551
P 1.7927 0.4432 -2.7049
O 1.7853 -0.2993 -4.1107
O 3.0937 0.3965 -2.0306
O 0.5719 -0.1944 -1.9893
H 1.8951 4.4954 -1.8370
H 2.5290 -0.0297 -4.6599
O -1.9690 3.2369 2.3891
C -0.9368 3.7223 3.1107
C -1.2096 4.8204 3.9287
C -0.2190 5.3752 4.7085
C 1.0720 4.8485 4.6938
C 1.3471 3.7678 3.8857
C 0.3602 3.1876 3.0798
C 0.7258 2.0508 2.2124
O -0.2644 1.4362 1.5838
N 1.9496 1.6891 2.1031
N 2.0788 0.5462 1.3212
C 3.3050 0.2763 1.0111
S 3.7397 -1.2761 0.3639
C 5.3145 -0.6818 -0.2860
C 5.9057 0.2219 0.7801
S 4.6143 1.3750 1.3235
H -1.6400 2.4741 1.8782
H -2.2169 5.2148 3.9265
H -0.4510 6.2258 5.3371
H 1.8500 5.2819 5.3071
H 2.3402 3.3416 3.8502
H 5.1023 -0.1470 -1.2093
H 5.9482 -1.5464 -0.4791
H 6.7330 0.8141 0.3897
H 6.2512 -0.3539 1.6383
*
```

These are the Mulliken partial charges, in e, on atoms 1 to 6: atom 1 (Pt): 2.366, atom 2 (Se): -0.240, atom 3 (P): 0.493, atom 4 (Se): -0.311, atom 5 (C): 0.949, atom 6 (C): -0.433

Record 3
Density functional theory data (ωB97M-V/def2-TZVPD) for a single C22H21N5 molecule.

- SMILES string = c1ccc(Cn2nnnc2CNC(c2ccccc2)c2ccccc2)cc1
- lowest unoccupied orbital energy (hartree) = 0.0252
- ΔE to the lowest compared entry with this formula, charge and spin (kJ/mol) = 0.0
- orbital gap (eV) = 9.59
- energy (eV) = -30604.2114
- largest force on an atom (eV/Å) = 2.1

Structure (ORCA input):
```
! wB97M-V def2-TZVPD RIJCOSX def2/J DEFGRID3
* xyz 0 1
C 1.5973 1.8960 -2.8254
C 0.3426 1.4049 -3.2307
C -0.8454 1.8456 -2.6017
C -0.7779 2.7052 -1.5269
C -2.0366 3.1813 -0.8076
N -1.9922 2.8884 0.6409
N -1.7811 3.8264 1.5994
N -1.5546 3.2119 2.6575
N -1.6779 1.8418 2.4983
C -2.0054 1.6439 1.2446
C -2.2584 0.3434 0.5298
N -1.0313 -0.1538 -0.1479
C 0.0743 -0.6215 0.7170
C 1.3146 -0.9579 -0.1113
C 2.5608 -0.7138 0.4618
C 3.7517 -1.0253 -0.2428
C 3.6430 -1.5896 -1.5191
C 2.3982 -1.8682 -2.0963
C 1.2515 -1.5108 -1.4022
C -0.4013 -1.8337 1.5466
C -0.5790 -1.6852 2.9224
C -1.1392 -2.7316 3.6612
C -1.4488 -3.9566 3.0666
C -1.1480 -4.1277 1.7247
C -0.6401 -3.0801 0.9575
C 0.4645 3.1379 -1.0429
C 1.6359 2.7811 -1.7233
H 2.5031 1.6407 -3.3741
H 0.2878 0.7395 -4.0840
H -1.8416 1.5198 -2.9271
H -2.9159 2.7156 -1.2535
H -2.1519 4.2599 -0.9405
H -3.0391 0.4905 -0.1957
H -2.6301 -0.3718 1.2798
H -0.6723 0.4753 -0.8687
H 0.3818 0.2006 1.4023
H 2.6586 -0.2458 1.4493
H 4.7345 -0.8324 0.1769
H 4.5381 -1.8356 -2.0528
H 2.3550 -2.3315 -3.0977
H 0.2594 -1.6814 -1.8309
H -0.3235 -0.7433 3.4232
H -1.3767 -2.6396 4.7083
H -1.8976 -4.8002 3.6196
H -1.3039 -5.1177 1.2812
H -0.4303 -3.2554 -0.0906
H 0.5407 3.8350 -0.2031
H 2.6068 3.1255 -1.3717
*
```

These are the Mulliken partial charges, in e, on atoms 1 to 6: atom 1 (C): -0.518, atom 2 (C): -0.351, atom 3 (C): -0.361, atom 4 (C): 0.767, atom 5 (C): -1.321, atom 6 (N): 0.771

Record 4
Density functional theory data (ωB97M-V/def2-TZVPD) for 5 unconnected molecules or ions with the total composition C22H21N5O6.

- SMILES string = O=[N+]([O-])c1ccccc1.O=[N+]([O-])c1ccccc1.O=[N+]([O-])c1ccccc1.CC#N.CC#N
- lowest unoccupied orbital energy (hartree) = -0.0463
- ΔE to the lowest compared entry with this formula, charge and spin (kJ/mol) = 16.5
- orbital gap (eV) = 8.80
- energy (eV) = -42879.8893
- largest force on an atom (eV/Å) = 4.2

Structure (ORCA input):
```
! wB97M-V def2-TZVPD RIJCOSX def2/J DEFGRID3
* xyz 0 1
O -4.3338 -2.3809 1.7857
N -3.1504 -2.3281 1.7282
O -2.4925 -2.9160 0.8423
C -2.4083 -1.2712 2.4336
C -3.0765 -0.1738 2.8932
C -2.3554 0.8464 3.4755
C -0.9381 0.7056 3.7070
C -0.2744 -0.4272 3.3092
C -1.0028 -1.3568 2.5572
H -4.1205 -0.0276 2.6583
H -2.8733 1.7248 3.8315
H -0.3864 1.5475 4.0984
H 0.8045 -0.4720 3.3311
H -0.5960 -2.1843 1.9951
O -5.4757 1.0961 -6.9842
N -4.6518 0.2168 -6.7374
O -4.7485 -0.9668 -7.0140
C -3.4277 0.6610 -6.0047
C -3.3644 1.9603 -5.4861
C -2.2069 2.4050 -4.9175
C -1.1617 1.5651 -4.7046
C -1.2666 0.2493 -5.1515
C -2.3306 -0.2453 -5.8386
H -4.1719 2.6672 -5.6072
H -2.0791 3.4574 -4.7113
H -0.2110 1.9940 -4.4242
H -0.3997 -0.3942 -5.1805
H -2.3869 -1.2667 -6.1851
O 4.1206 -0.0243 2.5134
N 3.3048 0.2972 3.3838
O 2.6405 1.3341 3.4279
C 3.1866 -0.5464 4.6231
C 3.8827 -1.7572 4.6554
C 3.6638 -2.5780 5.7354
C 2.8038 -2.1844 6.7676
C 2.0589 -1.0182 6.7675
C 2.2422 -0.2251 5.6547
H 4.5238 -2.1144 3.8631
H 4.2198 -3.5005 5.8150
H 2.7273 -2.8137 7.6420
H 1.4818 -0.7438 7.6381
H 1.7353 0.7282 5.6264
C 0.5148 1.5282 0.2870
C 1.0220 1.3360 -1.0509
N 1.3353 1.1548 -2.1564
H 0.3475 2.5964 0.4248
H 1.2107 1.0246 0.9581
H -0.3955 0.9397 0.4020
C 2.7315 0.5986 -5.2620
C 3.8131 -0.2801 -5.6836
N 4.5810 -0.9971 -6.1175
H 1.9226 0.4819 -5.9832
H 3.1651 1.5958 -5.3381
H 2.2466 0.4819 -4.2928
*
```

These are the Mulliken partial charges, in e, on atoms 1 to 6: atom 1 (O): -0.572, atom 2 (N): 0.893, atom 3 (O): -0.550, atom 4 (C): 0.103, atom 5 (C): -0.278, atom 6 (C): -0.766